# C17H34ClN2O5

A cluster of 4 separate species, C17H34ClN2O5 in total (ωB97M-V with the def2-TZVPD basis set, the Open Molecules 2025 dataset).

CARTESIAN COORDINATES (ANGSTROEM)
Cl1 2.054 6.349 0.834
O1 0.025 -7.723 1.944
O2 -1.092 -3.044 0.280
O3 0.490 8.416 2.612
O4 2.280 9.689 2.079
O5 -1.019 1.867 -1.444
N1 0.137 8.106 -0.028
N2 2.455 8.608 -0.411
C1 0.199 -9.084 0.021
C2 0.920 -8.054 0.880
C3 -0.094 7.832 -1.433
C4 0.177 1.984 -2.222
C5 0.130 6.401 -1.945
C6 0.261 -4.165 1.860
C7 -0.100 -4.065 0.385
C8 -1.059 -3.784 2.524
C9 1.431 8.816 1.890
C10 -0.598 5.328 -1.123
C11 -1.576 -2.704 1.582
C12 -1.277 -8.239 1.662
C13 0.102 -0.213 -1.350
C14 -1.259 -8.667 0.201
C15 1.101 0.866 -1.758
C16 -1.019 0.619 -0.748
C17 1.475 8.076 0.488
H1 -1.737 -4.641 2.527
H2 1.801 0.550 -2.530
H3 -1.188 -1.717 1.856
H4 2.166 9.498 -0.789
H5 -2.665 -2.648 1.550
H6 2.692 7.960 -1.148
H7 -1.489 -7.816 -0.445
H8 -1.147 8.059 -1.627
H9 0.604 2.975 -2.077
H10 0.474 8.538 -2.038
H11 -0.950 -3.433 3.548
H12 -0.525 -5.008 0.018
H13 1.192 6.178 -2.045
H14 -1.973 -9.460 -0.013
H15 0.356 -10.088 0.423
H16 1.033 -3.433 2.112
H17 -0.088 1.869 -3.280
H18 -1.469 -9.091 2.324
H19 0.500 -0.948 -0.652
H20 1.138 -7.145 0.307
H21 -1.111 4.644 -1.799
H22 -0.281 6.368 -2.959
H23 -1.998 0.151 -0.857
H24 1.852 -8.426 1.304
H25 -0.844 0.812 0.317
H26 -2.017 -7.466 1.871
H27 -0.257 -0.747 -2.233
H28 -0.486 7.584 0.569
H29 1.676 1.195 -0.889
H30 -1.376 5.767 -0.498
H31 0.620 -5.155 2.137
H32 0.070 4.737 -0.505
H33 0.533 -9.076 -1.015
H34 0.750 -3.801 -0.247

Computed properties:
charge = -1
spin multiplicity = 1
E = -1614.07233 Eh
gap between HOMO and LUMO = 5.975 eV
E_HOMO = -4.2 eV
largest force on an atom = 0.017 Eh/bohr
lowest unoccupied orbital energy = 1.8 eV

# C17H34MgO2P2

A structure of composition C17H34MgO2P2 at a distorted geometry (ωB97M-V with the def2-TZVPD basis set, the Open Molecules 2025 dataset).

CARTESIAN COORDINATES (ANGSTROEM)
P1 5.507 -3.915 0.433
P2 3.353 -5.409 2.259
Mg1 0.000 0.000 0.000
O1 -3.042 1.386 0.526
O2 -2.040 0.385 2.172
C1 1.742 -1.445 2.165
C2 -1.969 0.696 0.998
C3 0.688 -2.924 -0.418
C4 6.098 -5.274 1.566
C5 -0.160 -2.148 0.565
C6 4.982 -6.259 1.937
C7 -3.220 2.028 -0.671
C8 -0.071 1.732 -1.145
C9 3.434 -5.291 4.110
C10 2.238 -6.886 2.119
C11 6.912 -2.726 0.671
C12 6.020 -4.637 -1.199
C13 0.299 -1.465 1.687
C14 2.043 -2.252 -0.752
C15 2.548 -0.238 1.625
C16 2.214 0.142 0.200
C17 1.956 -0.738 -0.847
H1 5.262 -6.852 2.819
H2 7.059 -4.990 -1.184
H3 2.189 -7.208 1.074
H4 -2.532 2.895 -0.744
H5 6.940 -5.798 1.094
H6 4.821 -6.963 1.111
H7 -0.079 2.598 -0.471
H8 2.433 1.175 -0.062
H9 4.165 -4.531 4.403
H10 2.585 -7.726 2.734
H11 6.482 -4.793 2.474
H12 1.226 -6.611 2.433
H13 0.861 -3.946 -0.050
H14 0.801 1.816 -1.807
H15 5.363 -5.472 -1.460
H16 2.394 -2.642 -1.713
H17 7.888 -3.208 0.537
H18 -3.123 1.317 -1.515
H19 3.708 -6.247 4.572
H20 6.821 -1.905 -0.047
H21 2.799 -2.533 -0.013
H22 3.626 -0.436 1.725
H23 1.960 -0.323 -1.852
H24 2.233 -2.383 1.893
H25 5.915 -3.876 -1.979
H26 -1.227 -2.353 0.509
H27 6.862 -2.299 1.678
H28 -0.982 1.770 -1.751
H29 2.336 0.635 2.252
H30 0.107 -3.022 -1.342
H31 2.458 -4.978 4.494
H32 -4.247 2.448 -0.693
H33 1.746 -1.402 3.259
H34 -0.447 -1.156 2.415

Computed properties:
charge = 0
spin multiplicity = 1
E = -1701.25932 Eh
gap between HOMO and LUMO = 5.383 eV
E_HOMO = -6.0 eV
largest force on an atom = 0.087 Eh/bohr
lowest unoccupied orbital energy = -0.7 eV

Values of energy above the lowest of the compared OMol25 structures with the same formula, charge and spin, in order: 0.0, 0.0, all in kcal per mole.